Molecular formula: C36H36BN6OP2S3W
Method: DFT, wB97M-V/def2-TZVPD

Geometry (Å):
W (-0.05, -0.52, 0.49)
C (0.34, -3.41, 3.81)
C (-0.24, -3.03, 2.62)
N (0.24, -1.83, 2.21)
N (1.14, -1.45, 3.17)
C (1.21, -2.37, 4.12)
B (1.79, -0.04, 3.21)
N (0.62, 0.96, 3.10)
C (0.26, 1.92, 3.94)
C (-0.94, 2.47, 3.51)
C (-1.25, 1.78, 2.36)
N (-0.30, 0.85, 2.10)
N (2.66, 0.09, 1.97)
C (3.97, 0.31, 1.84)
C (4.29, 0.27, 0.50)
C (3.10, -0.02, -0.14)
N (2.11, -0.12, 0.76)
H (0.15, -4.31, 4.37)
H (-0.99, -3.56, 2.06)
H (1.85, -2.24, 4.97)
H (2.40, 0.12, 4.22)
H (0.86, 2.15, 4.80)
H (-1.51, 3.26, 3.97)
H (-2.10, 1.88, 1.72)
H (4.58, 0.48, 2.71)
H (5.26, 0.42, 0.05)
H (2.90, -0.13, -1.19)
S (-1.72, -2.44, 0.10)
P (-2.97, -0.94, -0.46)
C (-1.68, 0.25, -0.35)
P (-1.38, 1.77, -1.19)
S (0.61, 1.53, -0.85)
C (-2.09, 3.18, -0.39)
C (-1.30, 4.30, -0.12)
C (-1.88, 5.42, 0.46)
C (-3.23, 5.41, 0.79)
C (-4.02, 4.29, 0.53)
C (-3.45, 3.17, -0.07)
C (-1.83, 1.78, -2.91)
C (-2.55, 2.85, -3.44)
C (-2.86, 2.86, -4.80)
C (-2.45, 1.81, -5.61)
C (-1.73, 0.74, -5.08)
C (-1.42, 0.73, -3.73)
C (-4.27, -0.65, 0.71)
C (-5.62, -0.83, 0.37)
C (-6.60, -0.65, 1.33)
C (-6.24, -0.32, 2.63)
C (-4.91, -0.16, 2.98)
C (-3.92, -0.33, 2.03)
C (-3.64, -1.13, -2.09)
C (-4.44, -0.11, -2.61)
C (-4.99, -0.23, -3.87)
C (-4.74, -1.38, -4.62)
C (-3.95, -2.40, -4.11)
C (-3.39, -2.28, -2.84)
H (-0.25, 4.30, -0.36)
H (-1.28, 6.29, 0.67)
H (-3.68, 6.28, 1.25)
H (-5.07, 4.29, 0.78)
H (-4.07, 2.30, -0.26)
H (-2.86, 3.68, -2.82)
H (-3.40, 3.69, -5.22)
H (-2.68, 1.83, -6.66)
H (-1.42, -0.07, -5.72)
H (-0.86, -0.10, -3.31)
H (-5.90, -1.12, -0.64)
H (-7.64, -0.79, 1.07)
H (-7.01, -0.19, 3.38)
H (-4.64, 0.08, 4.00)
H (-2.88, -0.25, 2.32)
H (-4.66, 0.78, -2.02)
H (-5.61, 0.55, -4.27)
H (-5.18, -1.49, -5.60)
H (-3.78, -3.30, -4.69)
H (-2.78, -3.08, -2.44)
C (0.88, -4.00, -1.96)
S (0.46, -2.30, -2.23)
C (1.75, -1.81, -3.35)
O (0.94, -1.61, -0.90)
H (1.90, -4.05, -1.59)
H (0.79, -4.51, -2.92)
H (0.17, -4.41, -1.25)
H (1.57, -2.33, -4.29)
H (2.71, -2.09, -2.93)
H (1.67, -0.74, -3.50)

Computed properties:
total charge = +3
ΔE to the lowest compared entry with this formula, charge and spin = 0.0 kcal/mol
HOMO-LUMO gap = 6.706 eV
E_HOMO = -16.6367 eV

Molecular formula: C36H36FFeIN7
Method: DFT, wB97M-V/def2-TZVPD

Geometry (Å):
Fe (-0.20, -0.58, 0.80)
C (0.60, 2.16, 0.66)
N (-0.11, 1.36, 1.69)
C (0.58, 1.27, 2.99)
C (1.46, 0.06, 2.97)
N (1.27, -0.91, 2.10)
C (2.21, -1.88, 2.39)
C (2.47, -3.10, 1.76)
C (3.50, -3.86, 2.27)
C (4.27, -3.42, 3.36)
C (4.03, -2.21, 3.98)
C (2.99, -1.45, 3.47)
N (2.49, -0.20, 3.81)
C (0.40, 1.41, -0.70)
N (1.07, 0.19, -0.46)
C (2.13, 0.11, -1.31)
C (3.12, -0.86, -1.43)
C (4.09, -0.69, -2.42)
C (4.09, 0.42, -3.26)
C (3.11, 1.40, -3.13)
C (2.15, 1.23, -2.16)
N (1.03, 2.07, -1.85)
H (1.67, 2.10, 0.85)
H (0.30, 3.21, 0.71)
H (-1.03, 1.77, 1.83)
H (-0.18, 1.12, 3.77)
H (1.13, 2.18, 3.24)
H (1.89, -3.43, 0.91)
H (3.74, -4.81, 1.81)
H (5.07, -4.05, 3.72)
H (4.63, -1.87, 4.81)
H (2.82, 0.39, 4.54)
H (3.14, -1.72, -0.77)
H (4.86, -1.44, -2.52)
H (4.85, 0.52, -4.01)
H (3.11, 2.27, -3.77)
H (0.41, 2.13, -2.64)
F (-1.01, -4.59, -4.13)
C (-1.02, -3.60, -3.25)
C (-1.74, -3.75, -2.06)
C (-1.77, -2.75, -1.14)
C (-0.94, -1.51, -1.30)
C (-0.34, -1.38, -2.67)
C (-0.36, -2.40, -3.56)
H (-2.29, -4.67, -1.90)
H (-2.32, -2.88, -0.22)
H (0.16, -0.46, -2.92)
H (0.12, -2.30, -4.53)
I (-3.35, -0.35, 5.64)
C (-2.42, -1.55, 4.22)
C (-2.08, -2.87, 4.47)
C (-1.45, -3.60, 3.48)
C (-1.14, -2.97, 2.28)
N (-1.45, -1.69, 2.04)
C (-2.10, -1.01, 2.98)
H (-2.31, -3.33, 5.42)
H (-1.18, -4.63, 3.63)
H (-0.62, -3.50, 1.49)
H (-2.38, 0.01, 2.73)
C (-1.95, 5.77, -2.28)
N (-2.19, 4.30, -2.27)
C (-1.76, 3.68, -3.55)
C (-1.52, 3.66, -1.07)
C (-2.00, 2.23, -0.86)
C (-3.37, 2.06, -0.71)
C (-3.91, 0.78, -0.65)
C (-3.08, -0.30, -0.78)
C (-1.68, -0.18, -0.91)
C (-1.12, 1.13, -0.88)
H (-2.41, 6.19, -3.17)
H (-0.87, 5.94, -2.30)
H (-2.38, 6.21, -1.39)
H (-3.19, 4.14, -2.17)
H (-0.72, 3.95, -3.73)
H (-2.39, 4.08, -4.35)
H (-1.88, 2.60, -3.49)
H (-1.76, 4.30, -0.22)
H (-0.45, 3.72, -1.27)
H (-4.03, 2.91, -0.65)
H (-4.98, 0.64, -0.53)
H (-3.51, -1.29, -0.83)
H (-0.01, -1.67, -0.64)

Computed properties:
spin multiplicity = 2
total charge = +2
HOMO-LUMO gap (alpha / beta) = 5.750 / 5.771 eV
E_HOMO (alpha / beta) = -10.9832 / -11.0889 eV
⟨S²⟩ = 1.21

Molecular formula: C36H36FeN6O8P2S2
Method: DFT, wB97M-V/def2-TZVPD

Geometry (Å):
Fe (0.68, 0.11, -0.03)
O (0.90, 0.61, 5.92)
C (0.89, 0.47, 4.57)
C (2.03, 0.12, 3.85)
C (1.92, 0.02, 2.48)
N (0.75, 0.23, 1.89)
C (-0.34, 0.59, 2.54)
C (-0.32, 0.72, 3.92)
C (-1.52, 0.90, 1.61)
O (-2.61, 1.11, 2.11)
O (-1.19, 0.93, 0.38)
C (3.05, -0.27, 1.50)
O (4.16, -0.50, 1.94)
O (2.68, -0.25, 0.26)
H (1.78, 0.40, 6.26)
H (3.00, -0.05, 4.32)
H (-1.21, 1.03, 4.45)
S (-0.40, -1.21, -6.93)
C (-0.70, -2.87, -7.23)
C (-0.61, -3.61, -6.10)
C (-0.28, -2.82, -4.96)
C (-0.14, -1.49, -5.25)
C (0.19, -0.39, -4.34)
C (0.33, -0.65, -2.96)
N (0.62, 0.26, -2.07)
C (0.77, 1.54, -2.49)
C (0.63, 1.92, -3.82)
C (0.79, 3.31, -4.17)
C (1.06, 4.23, -3.23)
C (1.21, 3.87, -1.85)
C (1.47, 4.78, -0.82)
C (1.59, 4.36, 0.48)
C (1.43, 2.97, 0.72)
N (1.19, 2.10, -0.22)
C (1.07, 2.53, -1.49)
C (1.85, 5.28, 1.59)
C (2.20, 6.60, 1.52)
C (2.37, 7.19, 2.80)
C (2.16, 6.31, 3.81)
S (1.74, 4.76, 3.23)
C (0.34, 0.91, -4.75)
H (-0.93, -3.20, -8.23)
H (-0.76, -4.68, -6.06)
H (-0.16, -3.24, -3.97)
H (0.19, -1.66, -2.58)
H (0.68, 3.59, -5.21)
H (1.17, 5.28, -3.50)
H (1.57, 5.83, -1.07)
H (1.52, 2.58, 1.73)
H (2.34, 7.13, 0.60)
H (2.65, 8.23, 2.95)
H (2.22, 6.49, 4.87)
H (0.23, 1.18, -5.80)
C (1.35, -5.17, -1.22)
N (0.13, -4.99, -0.45)
C (0.40, -5.28, 0.95)
N (1.50, -4.50, 1.51)
C (2.69, -4.70, 0.68)
N (2.48, -4.39, -0.73)
C (2.28, -2.95, -0.93)
P (0.79, -2.30, -0.03)
C (-0.40, -3.62, -0.60)
C (1.17, -3.08, 1.62)
H (1.16, -4.91, -2.26)
H (1.63, -6.23, -1.17)
H (0.67, -6.34, 1.03)
H (-0.50, -5.10, 1.54)
H (2.98, -5.75, 0.76)
H (3.50, -4.08, 1.07)
H (2.19, -2.75, -2.00)
H (3.16, -2.41, -0.57)
H (-0.66, -3.46, -1.64)
H (-1.32, -3.53, -0.03)
H (0.30, -2.95, 2.26)
H (2.02, -2.57, 2.08)
C (-5.44, -3.06, -0.19)
O (-4.03, -2.89, -0.26)
P (-3.41, -1.39, 0.06)
O (-2.33, -1.31, -1.17)
C (-2.93, -1.08, -2.44)
O (-2.29, -1.82, 1.18)
C (-2.82, -2.10, 2.48)
H (-5.64, -4.04, 0.24)
H (-5.88, -3.01, -1.18)
H (-5.91, -2.30, 0.44)
H (-2.25, -1.44, -3.21)
H (-3.12, -0.02, -2.59)
H (-3.87, -1.64, -2.55)
H (-1.97, -2.28, 3.13)
H (-3.45, -2.99, 2.45)
H (-3.38, -1.24, 2.86)

Computed properties:
total charge = 0
ΔE to the lowest compared entry with this formula, charge and spin = 1.3 kcal/mol
HOMO-LUMO gap (alpha / beta) = 6.986 / 6.987 eV
E_HOMO (alpha / beta) = -7.8643 / -7.8654 eV

Molecular formula: C36H36N4OPSSeSn
Method: DFT, wB97M-V/def2-TZVPD

Geometry (Å):
Sn (-0.17, 0.55, -2.41)
C (-3.41, -1.42, -2.90)
C (-4.16, -1.16, -1.60)
C (-4.41, -2.48, -0.86)
C (-3.40, -0.15, -0.72)
C (-4.16, 0.25, 0.56)
O (-3.42, -0.37, 1.62)
C (-2.28, -0.86, 1.04)
N (-2.16, -0.76, -0.21)
C (-1.38, -1.56, 1.98)
C (-1.99, -2.24, 3.04)
C (-1.25, -2.97, 3.94)
C (0.13, -3.00, 3.82)
C (0.75, -2.32, 2.79)
C (0.02, -1.59, 1.84)
P (0.89, -0.60, 0.53)
C (2.53, -1.43, 0.56)
C (3.71, -0.79, 0.93)
C (4.92, -1.47, 0.88)
C (4.96, -2.79, 0.46)
C (3.79, -3.43, 0.09)
C (2.58, -2.75, 0.13)
C (1.21, 0.95, 1.46)
C (1.79, 1.99, 0.73)
C (2.08, 3.20, 1.35)
C (1.76, 3.39, 2.69)
C (1.17, 2.37, 3.41)
C (0.90, 1.15, 2.80)
H (-3.96, -2.13, -3.53)
H (-2.42, -1.83, -2.71)
H (-3.29, -0.49, -3.47)
H (-5.13, -0.70, -1.83)
H (-3.45, -2.97, -0.65)
H (-5.01, -3.15, -1.47)
H (-4.92, -2.33, 0.10)
H (-3.14, 0.73, -1.31)
H (-5.18, -0.13, 0.59)
H (-4.17, 1.33, 0.73)
H (-3.07, -2.19, 3.12)
H (-1.74, -3.50, 4.75)
H (0.73, -3.56, 4.53)
H (1.83, -2.34, 2.72)
H (3.69, 0.24, 1.26)
H (5.83, -0.95, 1.15)
H (5.91, -3.31, 0.41)
H (3.82, -4.46, -0.26)
H (1.67, -3.26, -0.17)
H (2.02, 1.86, -0.32)
H (2.50, 4.01, 0.76)
H (1.96, 4.35, 3.16)
H (0.91, 2.51, 4.45)
H (0.43, 0.36, 3.38)
S (1.96, -4.48, -3.00)
C (0.64, -5.25, -2.22)
C (-0.32, -4.33, -1.92)
N (-0.03, -3.04, -2.30)
C (1.13, -2.99, -2.88)
H (0.63, -6.31, -2.01)
H (-1.25, -4.53, -1.42)
H (1.59, -2.08, -3.25)
Se (4.55, -1.23, -3.31)
C (3.20, -0.20, -2.72)
N (2.30, 0.42, -2.33)
C (-1.98, 3.06, 0.52)
C (-0.94, 3.95, -0.08)
C (-0.63, 5.18, 0.49)
C (0.34, 6.01, -0.06)
C (1.02, 5.57, -1.19)
C (0.75, 4.34, -1.78)
C (1.51, 3.89, -2.99)
C (-0.25, 3.50, -1.23)
N (-0.59, 2.32, -1.81)
H (-2.42, 3.50, 1.42)
H (-1.55, 2.09, 0.78)
H (-2.77, 2.86, -0.21)
H (-1.17, 5.50, 1.38)
H (0.57, 6.96, 0.39)
H (1.79, 6.20, -1.63)
H (2.21, 4.66, -3.32)
H (0.82, 3.67, -3.82)
H (2.06, 2.97, -2.80)

Computed properties:
total charge = -1
ΔE to the lowest compared entry with this formula, charge and spin = 0.0 kcal/mol
HOMO-LUMO gap = 6.227 eV
E_HOMO = -3.8434 eV

Molar mass in g mol⁻¹, matching the order above: 921.526 768.480 862.645 801.423
E in hartree, matching the order above: -3765.7067 -3437.4310 -5066.8684 -5043.0452